a | Molecular formula: C6H17NO
Method: DFT, the ωB97M-V functional and the def2-TZVPD basis

Total charge: 0
SMILES: CCNCC(C)C.O

Each line ends with the Löwdin charge.
Positions of all 25 atoms, in Å:
C (0.6251, -1.0712, 1.3893)  -0.085
C (-0.8680, -0.9792, 1.0525)  -0.301
N (-1.2487, -0.4258, -0.2165)  -0.094
C (-1.0998, 1.0022, -0.3795)  -0.242
C (-0.5701, 1.4032, -1.7334)  -0.431
C (0.7628, 0.7602, -2.0858)  -0.075
C (-0.5656, 2.9359, -1.8015)  -0.078
H (0.8662, -0.5541, 2.3107)  0.058
H (1.2046, -0.5250, 0.6414)  0.060
H (1.0022, -2.0793, 1.5826)  0.059
H (-1.4035, -1.9022, 1.2910)  0.103
H (-1.3553, -0.3419, 1.8052)  0.105
H (-0.9306, -1.0305, -0.9602)  0.103
H (-2.1020, 1.4195, -0.2110)  0.119
H (-0.5172, 1.4514, 0.4376)  0.125
H (-1.2881, 1.0891, -2.4895)  0.129
H (0.7939, 0.7072, -3.1815)  0.078
H (1.6130, 1.3825, -1.8056)  0.081
H (0.8871, -0.2928, -1.8575)  0.062
H (-0.1333, 3.3778, -2.6855)  0.071
H (0.1449, 3.1937, -1.0131)  0.076
H (-1.5088, 3.4223, -1.5673)  0.077
O (2.2034, -4.1830, 3.7136)  -0.066
H (1.6033, -3.6850, 4.2651)  0.024
H (1.8844, -5.0749, 3.4990)  0.043

b | Molecular formula: C6H17NO
Method: DFT, the ωB97M-V functional and the def2-TZVPD basis

Total charge: 0
SMILES: CNCCC(C)C.O

Each line ends with the Löwdin charge.
Positions of all 25 atoms, in Å:
C (-2.0246, 1.0027, 2.5039)  -0.156
N (-1.5811, -0.3370, 2.0301)  -0.136
C (-0.9231, -0.1991, 0.6995)  -0.262
C (0.5461, -0.6218, 0.6768)  -0.169
C (0.9596, -0.9190, -0.8840)  -0.429
C (1.6577, -2.2890, -1.0442)  -0.110
C (1.6451, 0.3397, -1.4756)  -0.110
H (-2.8031, 1.5515, 1.9203)  0.077
H (-1.1250, 1.7131, 2.5562)  0.080
H (-2.2773, 0.8085, 3.5790)  0.075
H (-1.0892, -0.8876, 2.7005)  0.077
H (-0.8560, 0.8420, 0.2091)  0.120
H (-1.5664, -0.8506, 0.0706)  0.110
H (1.3424, 0.0752, 1.0214)  0.095
H (0.7252, -1.5198, 1.3512)  0.108
H (0.0491, -0.9184, -1.6531)  0.146
H (1.1636, -2.7840, -1.9338)  0.073
H (1.4482, -3.1157, -0.2793)  0.082
H (2.7505, -2.1745, -1.2154)  0.071
H (2.1239, 0.2738, -2.4663)  0.071
H (2.4527, 0.7450, -0.5924)  0.131
H (0.7992, 1.0324, -1.4450)  0.023
O (-0.9117, 2.4600, -1.9809)  -0.028
H (-0.9663, 3.3033, -1.6226)  0.001
H (-1.5396, 2.4692, -2.7260)  0.062

c | Molecular formula: C6H17NO
Method: DFT, the ωB97M-V functional and the def2-TZVPD basis

Total charge: 0
SMILES: CCCCCCN.O

Each line ends with the Löwdin charge.
Positions of all 25 atoms, in Å:
C (-1.6798, -1.0118, -2.4308)  -0.099
C (-0.9625, 0.2510, -1.9195)  -0.254
C (-0.8251, 0.2704, -0.4040)  -0.239
C (0.0843, -0.8376, 0.1147)  -0.207
C (1.6034, -0.6561, -0.2032)  -0.201
C (2.1495, 0.7469, 0.0294)  -0.296
N (2.0968, 1.2172, 1.4122)  0.006
H (-0.9693, -1.8034, -2.6076)  0.062
H (-2.2684, -0.7992, -3.3199)  0.068
H (-2.3439, -1.3810, -1.6492)  0.072
H (-1.4445, 1.1688, -2.2634)  0.105
H (0.0372, 0.2998, -2.3565)  0.097
H (-1.7983, 0.1669, 0.0684)  0.102
H (-0.4421, 1.2369, -0.0699)  0.101
H (-0.0042, -0.9047, 1.1952)  0.076
H (-0.1548, -1.8070, -0.3142)  0.103
H (1.7513, -0.9495, -1.2332)  0.096
H (2.1033, -1.4412, 0.3750)  0.107
H (3.1881, 0.7659, -0.2628)  0.099
H (1.6385, 1.4071, -0.6684)  0.103
H (1.1474, 1.4409, 1.7014)  0.055
H (2.3485, 0.4332, 2.0092)  0.067
O (-1.9681, 0.1485, 2.8673)  -0.049
H (-2.2726, -0.6914, 3.2156)  0.038
H (-1.1789, -0.0998, 2.3738)  -0.011

d | Molecular formula: C6H17NO
Method: DFT, the ωB97M-V functional and the def2-TZVPD basis

Total charge: 0
SMILES: CC[C@@H](C)[C@H](C)N.O

Each line ends with the Löwdin charge.
Positions of all 25 atoms, in Å:
C (2.2203, -1.4690, -0.9598)  -0.088
C (0.9272, -1.2076, -0.2191)  -0.260
C (0.0152, -0.0413, -0.5936)  -0.342
C (-1.5478, -0.2391, -0.5378)  -0.097
C (0.3431, 1.2882, 0.1612)  -0.379
C (-0.5837, 1.5810, 1.3201)  -0.074
N (0.2004, 2.4186, -0.8227)  0.068
H (3.0099, -1.1663, -0.2395)  0.082
H (2.4369, -0.7240, -1.7103)  0.065
H (2.4406, -2.3942, -1.4407)  0.064
H (1.0458, -1.2018, 0.8333)  0.090
H (0.3780, -2.0502, -0.4521)  0.075
H (0.1136, -0.0262, -1.7908)  0.165
H (-1.8431, 0.2852, -1.4459)  0.062
H (-1.7866, -1.4398, -0.6889)  0.129
H (-2.1357, -0.0067, 0.4417)  0.078
H (1.4885, 1.1716, 0.3579)  0.157
H (-1.5536, 1.7179, 1.0368)  0.032
H (-0.5357, 0.8154, 2.0951)  0.080
H (-0.1656, 2.5536, 1.7073)  0.107
H (-0.1595, 2.0341, -1.6596)  0.043
H (-0.1540, 3.2135, -0.5317)  -0.007
O (-1.3986, -2.0280, 1.9597)  -0.069
H (-2.0904, -1.6718, 1.3544)  0.022
H (-0.6650, -1.4131, 1.8251)  -0.004

Stability ranking, top entry: c; the second entry is 66.5 kJ/mol less favorable.

a | Molecular formula: C5H14N2O
Method: DFT, the ωB97M-V functional and the def2-TZVPD basis

Total charge: 0

Each line ends with the Löwdin charge.
Positions of all 22 atoms, in Å:
C (0.1218, 1.5340, 0.2012)  -0.205
N (-0.4278, 0.8780, 1.3837)  0.072
C (0.4932, 0.5496, -1.0272)  -0.390
C (1.6211, -0.4009, -0.6666)  -0.223
C (1.7760, -1.0464, 0.6804)  -0.089
N (0.9142, 1.5118, -2.0465)  0.212
C (-2.6476, -1.1254, 0.3848)  -0.283
O (-1.3627, -1.5691, 0.7483)  -0.295
H (-0.6260, 2.1599, -0.3266)  0.109
H (1.0351, 2.0909, 0.3617)  0.114
H (-1.0336, 1.5469, 1.8680)  0.093
H (-0.8727, -0.0994, 1.2352)  0.040
H (-0.3768, -0.0544, -1.3191)  0.123
H (2.5435, 0.1887, -0.8903)  0.116
H (1.7020, -1.0153, -1.5722)  0.115
H (2.0100, -0.2517, 1.4224)  0.086
H (0.8677, -1.4774, 1.0675)  0.046
H (2.5839, -1.7441, 0.7266)  0.069
H (0.7141, 1.3604, -3.0653)  0.084
H (-3.1114, -0.3261, 1.0757)  0.080
H (-3.3342, -2.0070, 0.3846)  0.078
H (-2.5897, -0.7031, -0.6263)  0.048

b | Molecular formula: C5H14N2O
Method: DFT, the ωB97M-V functional and the def2-TZVPD basis

Total charge: 0
SMILES: C=NCC[C@@H](C)N.O

Each line ends with the Löwdin charge.
Positions of all 22 atoms, in Å:
C (-2.6276, -1.9785, -0.0809)  -0.098
N (-1.6368, -2.1940, -0.7765)  0.006
C (-0.3019, -1.6941, -0.3675)  -0.246
C (-0.0069, -0.3868, 0.2569)  -0.179
C (0.5903, 0.5766, -0.8108)  -0.468
C (-0.2999, 1.8298, -1.1842)  -0.071
N (1.8620, 1.0744, -0.3685)  -0.013
H (-2.8318, -1.5026, 0.8124)  0.044
H (-3.6605, -2.3018, -0.2581)  0.068
H (0.4045, -1.7135, -1.2317)  0.098
H (0.3141, -2.5412, 0.0949)  0.137
H (0.6856, -0.4253, 1.1188)  0.070
H (-0.8169, 0.1799, 0.7594)  0.122
H (0.7561, 0.0520, -1.8375)  0.134
H (0.0538, 2.7033, -0.5618)  0.080
H (-1.3643, 1.7300, -1.2109)  0.048
H (0.0123, 2.0559, -2.2568)  0.080
H (2.3967, 1.6620, -1.0772)  0.117
H (2.3282, 0.4941, 0.3479)  0.073
O (1.3384, 0.3625, 2.9317)  -0.097
H (1.2478, 1.0508, 3.5834)  0.025
H (1.5567, 0.9664, 2.1168)  0.069

Stability ranking, top entry: b; the second entry is 499.6 kJ/mol less favorable.

a | Molecular formula: C5H14N2O
Method: DFT, the ωB97M-V functional and the def2-TZVPD basis

Total charge: 0

Each line ends with the Löwdin charge.
Positions of all 22 atoms, in Å:
N (2.4269, -0.1741, 1.6117)  0.056
C (1.5427, -0.3177, 0.4792)  -0.410
C (2.0580, 0.2179, -0.8319)  -0.255
O (3.1613, -0.5516, -1.2641)  -0.038
C (0.1468, 0.2479, 0.8176)  -0.133
N (-0.9424, -0.1274, -0.4916)  -0.014
C (-2.2469, 0.3159, -0.0007)  -0.366
C (-3.3332, -0.2944, -0.8494)  -0.116
H (2.7341, -1.0407, 2.0305)  0.078
H (1.9883, 0.2673, 2.3978)  0.057
H (1.4279, -1.3872, 0.2376)  0.151
H (2.4148, 1.2584, -0.6962)  0.132
H (1.2219, 0.1832, -1.5359)  0.110
H (3.4013, -0.2667, -2.1219)  0.063
H (0.2751, 1.2471, 1.2669)  0.130
H (-0.3723, -0.3646, 1.5434)  0.101
H (-0.2476, 0.7025, -0.3761)  0.034
H (-2.3638, 1.4059, -0.0505)  0.110
H (-2.3794, -0.0248, 1.0416)  0.101
H (-3.5121, -1.3422, -0.6075)  0.070
H (-3.1116, -0.1645, -1.9077)  0.070
H (-4.2901, 0.2098, -0.6930)  0.069

b | Molecular formula: C5H14N2O
Method: DFT, the ωB97M-V functional and the def2-TZVPD basis

Total charge: 0
SMILES: CCN(N)C(C)(C)O

Each line ends with the Löwdin charge.
Positions of all 22 atoms, in Å:
C (-2.7195, -0.4809, -0.1052)  -0.106
C (-1.3431, -0.5324, 0.4585)  -0.267
N (-0.3568, 0.1454, -0.3617)  -0.206
N (-0.6123, 1.4982, -0.6128)  0.046
C (1.0400, -0.1933, -0.1373)  -0.568
C (1.5369, -0.2545, 1.3405)  -0.024
C (2.0561, 0.8309, -0.8212)  -0.035
O (1.1229, -1.5397, -0.5299)  0.006
H (-2.8234, -1.1631, -0.9444)  0.086
H (-3.3822, -0.9375, 0.6225)  0.070
H (-3.1667, 0.5153, -0.1023)  0.069
H (-1.1340, -0.2253, 1.5105)  0.121
H (-1.2090, -1.6209, 0.3931)  0.119
H (-1.1404, 1.8882, 0.1656)  0.080
H (-1.2696, 1.5043, -1.4085)  0.095
H (0.8668, -1.0104, 1.8931)  0.104
H (2.4240, -0.7192, 1.2664)  0.028
H (1.6010, 0.6556, 1.9403)  0.088
H (2.1183, 1.0452, -1.9830)  0.108
H (1.8248, 1.7604, -0.4202)  0.026
H (3.1257, 0.4605, -0.7699)  0.092
H (1.4405, -1.6267, -1.3940)  0.069

Stability ranking, top entry: b; the second entry is 128.6 kJ/mol less favorable.

a | Molecular formula: C5H14N2O
Method: DFT, the ωB97M-V functional and the def2-TZVPD basis

Total charge: 0
SMILES: CCN=O.CCCN

Each line ends with the Löwdin charge.
Positions of all 22 atoms, in Å:
C (-3.0388, -1.4346, 0.3993)  -0.082
C (-2.0339, -0.2813, 0.3394)  -0.260
N (-0.7179, -0.8727, 0.1145)  -0.043
O (-0.4269, -0.9944, -1.0874)  -0.039
H (-3.1002, -1.9282, -0.5684)  0.074
H (-2.7302, -2.1677, 1.1428)  0.076
H (-4.0221, -1.0552, 0.6708)  0.076
H (-2.0032, 0.2325, 1.3017)  0.111
H (-2.3023, 0.4238, -0.4561)  0.122
C (0.8727, 1.7336, -0.8170)  -0.148
C (1.0816, 1.1156, 0.5434)  -0.221
C (2.3772, -0.0791, 0.4965)  -0.252
N (2.3755, -0.9323, -0.6124)  -0.030
H (0.5162, 0.9768, -1.5276)  0.047
H (0.1380, 2.5434, -0.7830)  0.069
H (1.8079, 2.1379, -1.2134)  0.074
H (1.5261, 1.8090, 1.2534)  0.079
H (0.1619, 0.7988, 1.0425)  0.046
H (2.2010, -0.6483, 1.4118)  0.091
H (3.2951, 0.5035, 0.5328)  0.092
H (1.4659, -1.4309, -0.7006)  0.052
H (2.5565, -0.4502, -1.4831)  0.066

b | Molecular formula: C5H14N2O
Method: DFT, the ωB97M-V functional and the def2-TZVPD basis

Total charge: 0

Each line ends with the Löwdin charge.
Positions of all 22 atoms, in Å:
C (1.6327, 0.6127, 1.6708)  -0.331
O (1.8151, 1.5331, 0.7531)  -0.240
H (0.6989, 1.0761, -0.2209)  0.096
H (1.2372, 0.9487, 2.6520)  0.085
H (2.4563, -0.1161, 1.8214)  0.084
H (0.7490, -0.1233, 1.3242)  0.059
C (0.3228, -1.8873, -0.0899)  -0.032
C (-0.1018, 0.3084, -2.0840)  -0.040
C (-0.4117, -0.6241, 0.2588)  -0.348
C (-0.2841, 0.5807, -0.5883)  -0.409
N (-1.5334, -0.7434, 1.0066)  0.137
N (-1.3455, 1.5473, -0.2786)  0.052
H (-1.5818, -1.4435, 1.7290)  0.112
H (-2.0304, 0.1311, 1.1457)  0.095
H (-2.0261, 1.6170, -1.0260)  0.078
H (-0.9474, 2.4639, -0.1187)  0.087
H (0.3607, -2.5711, 0.7598)  0.088
H (1.3429, -1.6694, -0.4009)  0.094
H (-0.1898, -2.3951, -0.9136)  0.096
H (0.7404, -0.3544, -2.2818)  0.074
H (0.0958, 1.2505, -2.5972)  0.082
H (-0.9998, -0.1419, -2.5215)  0.082

c | Molecular formula: C5H14N2O
Method: DFT, the ωB97M-V functional and the def2-TZVPD basis

Total charge: 0
SMILES: CN[C@H](C)CNCO

Each line ends with the Löwdin charge.
Positions of all 22 atoms, in Å:
C (-1.8289, 0.0470, 1.3881)  -0.135
N (-0.8711, -0.7873, 0.6450)  -0.080
C (-0.4101, -0.0584, -0.6006)  -0.393
C (-1.3468, -0.0629, -1.8143)  -0.060
C (0.9405, -0.6895, -0.9092)  -0.218
N (2.1128, -0.0772, -0.2963)  -0.058
C (2.1479, 0.2135, 1.1116)  -0.246
O (1.9044, 1.6623, 1.2228)  -0.092
H (-2.2243, -0.5113, 2.2299)  0.071
H (-2.7480, 0.3625, 0.8559)  0.077
H (-1.3255, 0.9459, 1.7396)  0.068
H (-1.4545, -1.4867, 0.1657)  0.104
H (-0.2137, 0.9465, -0.2654)  0.114
H (-2.2784, 0.4079, -1.5634)  0.055
H (-1.5610, -1.0367, -2.2691)  0.085
H (-1.0140, 0.6390, -2.5972)  0.087
H (1.0904, -0.8598, -1.9806)  0.113
H (0.9439, -1.7623, -0.6681)  0.115
H (2.5122, 0.6198, -0.9147)  0.114
H (3.1938, 0.1712, 1.4943)  0.117
H (1.4734, -0.4645, 1.6286)  0.112
H (0.9570, 1.7811, 1.3974)  0.050

Stability ranking, top entry: c; the second entry is 98.2 kJ/mol less favorable.